# 1
Entry from the Open Molecules 2025 dataset: a 3-piece molecular cluster, C6H12O overall (ωB97M-V/def2-TZVPD).

Cartesian coordinates (Å):
C1 -0.04406 0.90614 2.19477
C2 -0.95982 -0.17271 1.62709
O1 -1.07095 1.62995 -0.82870
C3 -0.02000 1.62062 -1.41827
C4 0.97493 -1.06890 -1.79167
C5 -0.42098 -1.62341 -1.74818
C6 0.69918 -1.80031 -0.76246
H1 -0.38958 1.25216 3.17484
H2 0.98298 0.54134 2.31641
H3 -0.02045 1.76990 1.52164
H4 -1.96930 0.21114 1.45355
H5 -1.02904 -1.04279 2.28987
H6 0.02979 1.49134 -2.51719
H7 0.95055 1.74966 -0.89872
H8 1.69047 -0.48752 -2.35198
H9 -1.26006 -0.96163 -1.50151
H10 -0.68940 -2.45403 -2.40671
H11 -0.58861 -0.51588 0.66054
H12 0.99907 -2.26198 0.16580

Cartesian forces (eV/Å) of the 3 atoms listed first:
0.0 0.1 0.0
-0.1 0.0 0.0
0.5 0.1 -0.4

Values from the calculation:
HOMO: -9.70 eV
F_max: 0.60 eV Å⁻¹
structure (SMILES): C1=CC1.C=O.CC
energy relative to the best compared isomer or geometry (same formula, charge and spin): 397.8 kJ/mol
Kohn-Sham gap: 10.4 eV
LUMO energy: 0.69 eV
total charge: 0
E_tot: -8460.2306 eV



# 2
Entry from the Open Molecules 2025 dataset: H3OPS in the gas phase in a non-equilibrium geometry (ωB97M-V/def2-TZVPD).

Cartesian coordinates (Å):
O1 0.31316 0.50900 0.61061
P1 -0.79910 -0.38656 -0.16666
S1 2.06755 0.00633 0.20349
H1 -1.72709 0.71288 -0.48710
H2 -1.58295 -0.71382 0.92093
H3 1.72842 -0.12782 -1.08127

Cartesian forces (eV/Å) of the 3 atoms listed first:
3.4 -0.1 0.0
-1.0 0.5 -1.2
-2.9 0.8 0.6

Values from the calculation:
HOMO: -9.63 eV
F_max: 3.35 eV Å⁻¹
structure (SMILES): POS
energy relative to the best compared isomer or geometry (same formula, charge and spin): 193.9 kJ/mol
Kohn-Sham gap: 9.0 eV
LUMO energy: -0.58 eV
total charge: 0
E_tot: -22218.3277 eV



# 3
Entry from the Open Molecules 2025 dataset: C4H5NOS in the gas phase in a non-equilibrium geometry (ωB97M-V/def2-TZVPD).

Cartesian coordinates (Å):
C1 -1.65832 0.94318 -0.09933
C2 0.72274 0.53258 -0.08682
C3 1.84198 -0.35066 -0.04703
C4 2.86552 -0.98109 -0.13780
H1 -2.14198 0.97213 0.89548
H2 -1.38027 1.94203 -0.41907
H3 -2.37853 0.57276 -0.80199
H4 -0.96685 -1.98180 1.12499
H5 3.61139 -1.73450 -0.07677
N1 -0.53686 0.00828 -0.07584
O1 0.92744 1.72239 -0.09226
S1 -0.90625 -1.64530 -0.18355

Cartesian forces (eV/Å) of the 3 atoms listed first:
-0.5 -0.1 0.7
0.0 0.5 0.3
1.3 -1.3 -0.4

Values from the calculation:
HOMO: -9.71 eV
F_max: 1.89 eV Å⁻¹
structure (SMILES): C#CC(=O)N(C)S
energy relative to the best compared isomer or geometry (same formula, charge and spin): 247.0 kJ/mol
Kohn-Sham gap: 10.3 eV
LUMO energy: 0.57 eV
total charge: 0
E_tot: -18599.3594 eV



# 4
Entry from the Open Molecules 2025 dataset: C22H39F5MnN2O3PSe2Te as an isolated structure (ωB97M-V/def2-TZVPD).

Cartesian coordinates (Å):
Mn1 -0.25039 -0.87183 0.21235
O1 0.58778 -3.22139 0.90325
C1 0.28640 -3.76270 2.17274
C2 -1.12888 -3.37471 2.60878
C3 -1.54349 -4.39182 3.68990
O2 -0.74556 -4.37187 4.86979
C4 -1.24926 -1.96207 3.22831
Se1 0.15248 -0.64693 2.79068
C5 -2.12768 -3.59603 1.46173
Se2 -2.33376 -2.25458 0.03453
H1 1.42212 -3.57030 0.55649
H2 1.01215 -3.39421 2.91083
H3 0.34991 -4.85871 2.12157
H4 -1.53829 -5.40035 3.25486
H5 -2.56121 -4.17312 4.01792
H6 0.17990 -4.34441 4.60801
H7 -1.23343 -2.04177 4.31394
H8 -2.20844 -1.54299 2.92313
H9 -3.12642 -3.66280 1.89892
H10 -1.91221 -4.54369 0.96424
C6 4.86557 -1.24000 -1.73269
N1 4.35391 -0.89559 -0.41034
C7 5.25296 -0.37224 0.59876
C8 3.05681 -0.84402 -0.22182
N2 1.91612 -0.85338 -0.06262
H11 5.63359 -2.00781 -1.62683
H12 5.29558 -0.35779 -2.21509
H13 4.04719 -1.62889 -2.33482
H14 6.06401 -1.08330 0.76658
H15 4.70916 -0.23425 1.53062
H16 5.68028 0.58563 0.28683
C9 -1.68185 2.74353 2.02383
C10 -2.30547 2.64593 0.62470
C11 -3.61998 1.86502 0.73065
C12 -2.56887 4.06353 0.11731
P1 -1.10953 1.61536 -0.37868
C13 0.39507 2.67198 -0.39507
C14 1.35600 2.35753 0.56773
C15 2.54673 3.06374 0.64820
C16 2.80503 4.09926 -0.23788
C17 1.85522 4.43388 -1.19207
C18 0.66090 3.72997 -1.26347
C19 -1.68232 1.45229 -2.16493
C20 -2.35455 2.64546 -2.84332
C21 -0.42995 1.04830 -2.95112
C22 -2.64950 0.25298 -2.22723
H17 -2.42590 3.17129 2.70221
H18 -0.80831 3.39831 2.02477
H19 -1.37602 1.76971 2.41352
H20 -4.24948 2.32312 1.49900
H21 -3.44838 0.82133 1.00663
H22 -4.17573 1.88029 -0.20856
H23 -3.09991 4.61845 0.89735
H24 -3.18863 4.08285 -0.77659
H25 -1.64050 4.59983 -0.08788
H26 1.16500 1.54903 1.26598
H27 3.27380 2.79857 1.40613
H28 3.73846 4.64590 -0.18398
H29 2.03998 5.24674 -1.88363
H30 -0.06049 4.01554 -2.01507
H31 -1.83623 3.59281 -2.71176
H32 -3.37619 2.76826 -2.48336
H33 -2.41584 2.44473 -3.91824
H34 0.18116 1.92506 -3.19703
H35 -0.74694 0.56583 -3.88460
H36 1.04450 -0.28690 -2.63043
H37 -3.36348 0.22501 -1.40619
H38 -2.10482 -0.69160 -2.22100
H39 -3.20791 0.30135 -3.16631
F1 -0.58316 -2.50468 -3.56281
Te1 0.69084 -3.05405 -2.19354
F2 2.31344 -3.77483 -1.23880
F3 -0.20379 -4.71535 -1.85780
F4 1.44168 -4.01388 -3.61343
F5 1.99406 -1.61836 -2.99897
O3 0.30495 0.14484 -2.15484

Cartesian forces (eV/Å) of the 3 atoms listed first:
0.1 0.0 0.7
0.0 0.0 -0.2
0.0 0.0 0.1

Values from the calculation:
HOMO (alpha / beta): -4.09 / -4.36 eV
F_max: 0.71 eV Å⁻¹
2S+1: 6
energy relative to the best compared isomer or geometry (same formula, charge and spin): 13.6 kJ/mol
Kohn-Sham gap (alpha / beta): 6.4 / 6.6 eV
LUMO energy (alpha / beta): 2.29 / 2.28 eV
total charge: -1
E_tot: -224757.8302 eV



# 5
Entry from the Open Molecules 2025 dataset: a 2-piece molecular cluster, C45H49N2OSi overall in a non-equilibrium geometry (ωB97M-V/def2-TZVPD).

Cartesian coordinates (Å):
C1 -1.83028 6.48850 1.44117
Si1 -0.55131 6.04750 0.15614
C2 -1.29856 4.87870 -1.08866
C3 0.11440 7.61470 -0.54419
O1 0.76519 5.24337 0.84122
C4 1.15649 3.87376 0.93449
C5 -0.04280 3.02340 1.33468
C6 -0.50698 1.99574 0.51996
C7 -1.51750 1.16590 1.01416
C8 -2.20971 1.52021 2.16642
C9 -1.79705 2.60329 2.93513
C10 -0.71336 3.37703 2.51278
C11 1.93603 3.41798 -0.33260
C12 2.44634 4.36972 -1.21566
C13 3.24943 3.97091 -2.28919
C14 3.55102 2.62302 -2.47879
C15 3.03451 1.66490 -1.60618
C16 2.26115 2.07083 -0.51511
C17 2.17105 3.74940 2.09220
C18 3.46038 4.58201 1.88421
C19 4.58116 3.59866 1.54196
C20 4.11957 2.23519 2.08649
N1 2.66895 2.37079 2.26215
C21 1.92619 1.41279 2.85639
C22 2.33876 0.09814 3.02504
C23 2.31518 -0.50966 4.33571
C24 3.23017 -1.53747 4.67354
C25 3.20997 -2.14146 5.91453
C26 2.45966 -1.54944 6.94958
C27 1.56193 -0.51120 6.65268
C28 1.41501 -0.06555 5.34138
H1 -2.65714 7.03937 0.96846
H2 -2.23573 5.59361 1.93106
H3 -1.38308 7.13895 2.20476
H4 -2.02313 5.40295 -1.73058
H5 -0.51222 4.45408 -1.72875
H6 -1.82728 4.05491 -0.58449
H7 -0.69080 8.24648 -0.93574
H8 0.63899 8.17130 0.23664
H9 0.81587 7.41652 -1.35718
H10 -0.09395 1.84048 -0.48080
H11 -1.76068 0.26371 0.46146
H12 -3.07461 0.93375 2.47419
H13 -2.30784 2.85881 3.86191
H14 -0.37604 4.23974 3.09475
H15 2.22592 5.42778 -1.05892
H16 3.64411 4.73816 -2.95674
H17 4.20602 2.31921 -3.29607
H18 3.23163 0.60338 -1.75324
H19 1.90407 1.32444 0.19310
H20 1.69313 4.06757 3.03792
H21 3.32837 5.40640 1.16837
H22 3.67642 5.02591 2.87086
H23 4.73150 3.55503 0.45337
H24 5.52682 3.88443 2.02178
H25 4.36773 1.38894 1.42916
H26 4.60149 2.03853 3.05986
H27 0.94847 1.72212 3.25024
H28 2.88379 -0.38871 2.20950
H29 3.97005 -1.82278 3.92120
H30 3.82868 -3.02802 6.11008
H31 2.56290 -1.91162 7.97123
H32 0.97295 -0.04492 7.44855
H33 0.62047 0.63324 5.06766
C29 -1.05392 -6.39663 1.74778
C30 0.19839 -5.65589 1.94935
N2 1.38793 -6.30168 2.08744
C31 2.43595 -5.38774 2.16235
C32 1.86125 -4.10241 2.08396
C33 2.66171 -2.96998 2.03003
C34 4.04817 -3.11376 1.89351
C35 4.61446 -4.39912 1.97884
C36 3.81209 -5.53627 2.14462
C37 0.42341 -4.24831 2.01282
C38 -0.47315 -3.13140 1.94860
C39 -1.14407 -2.58495 3.08036
C40 -0.65074 -2.76381 4.40815
C41 -1.18937 -2.04444 5.46068
C42 -2.29599 -1.21258 5.25836
C43 -2.78292 -0.39229 6.40169
C44 -2.90763 -1.15320 3.99715
C45 -2.34279 -1.81675 2.93272
H34 -1.89253 -5.76845 2.06726
H35 -1.18690 -6.66760 0.68729
H36 -1.05046 -7.33117 2.32284
H37 1.51091 -7.30821 2.11361
H38 2.13713 -2.02517 2.09801
H39 4.69099 -2.23690 1.74186
H40 5.70118 -4.47268 1.92261
H41 4.23613 -6.52492 2.25564
H42 -0.79647 -2.78583 0.96804
H43 0.17430 -3.45685 4.56821
H44 -0.75239 -2.12491 6.45287
H45 -3.78095 0.01394 6.20668
H46 -2.80241 -0.98263 7.32764
H47 -2.11848 0.46864 6.58344
H48 -3.81905 -0.55144 3.87936
H49 -2.79930 -1.78398 1.94187

Cartesian forces (eV/Å) of the 3 atoms listed first:
0.1 0.0 0.2
-0.1 -0.8 0.3
-0.2 0.0 -0.3

Values from the calculation:
HOMO: -8.84 eV
F_max: 2.72 eV Å⁻¹
energy relative to the best compared isomer or geometry (same formula, charge and spin): 304.7 kJ/mol
Kohn-Sham gap: 3.5 eV
LUMO energy: -5.36 eV
total charge: +1
E_tot: -60359.5031 eV



# 6
Entry from the Open Molecules 2025 dataset: C4HNO2 in the gas phase in a non-equilibrium geometry (ωB97M-V/def2-TZVPD).

Cartesian coordinates (Å):
C1 -1.55429 -0.32754 -0.01457
C2 -0.11020 -0.31352 0.13155
C3 1.10215 -0.24742 0.12013
C4 2.49464 -0.15616 0.02628
H1 -1.30893 1.61702 0.05522
N1 3.65786 -0.20602 -0.15556
O1 -2.05668 0.94933 -0.08088
O2 -2.22456 -1.31569 -0.08217

Cartesian forces (eV/Å) of the 3 atoms listed first:
-0.7 0.6 0.1
2.0 -0.1 -0.1
-0.7 0.2 0.0

Values from the calculation:
HOMO: -11.52 eV
F_max: 3.25 eV Å⁻¹
structure (SMILES): N#CC#CC(=O)O
energy relative to the best compared isomer or geometry (same formula, charge and spin): 8.9 kJ/mol
Kohn-Sham gap: 10.5 eV
LUMO energy: -1.07 eV
total charge: 0
E_tot: -9746.6018 eV



# 7
Entry from the Open Molecules 2025 dataset: C16H31NP2SZn as an isolated structure in a non-equilibrium geometry (ωB97M-V/def2-TZVPD).

Cartesian coordinates (Å):
P1 0.18245 -1.86636 -1.74525
P2 0.21712 2.06898 -1.33076
C1 -0.28089 -0.44713 -2.77070
C2 0.52491 0.86325 -2.68268
H1 -1.37056 -0.27948 -2.71619
H2 -0.11894 -0.86734 -3.78272
H3 1.60393 0.70687 -2.84077
H4 0.20495 1.44089 -3.56795
C3 -1.37414 2.69799 -1.93164
H5 -1.83311 3.38360 -1.20773
H6 -2.06185 1.87403 -2.15648
H7 -1.12781 3.22160 -2.85257
C4 1.42637 3.34915 -1.62631
H8 1.04127 3.93327 -2.46966
H9 2.38406 2.89605 -1.90708
H10 1.55028 4.00429 -0.75442
C5 -1.09884 -3.05062 -2.11141
H11 -1.27641 -3.69860 -1.24445
H12 -0.77642 -3.64092 -2.98191
H13 -2.02598 -2.51710 -2.35930
C6 1.80784 -2.35058 -2.31893
H14 2.49266 -1.49551 -2.32293
H15 1.69966 -2.72813 -3.34109
H16 2.22311 -3.13350 -1.67519
Zn1 1.33597 -0.00282 4.66969
C7 -0.10838 1.89928 0.45268
C8 -1.53616 1.63074 0.56027
C9 -1.99544 0.35363 0.06800
C10 -1.92769 -0.85838 1.06765
C11 -0.98926 -1.84914 0.60840
C12 0.35082 -1.63194 0.02056
C13 1.22940 -0.36257 0.29250
C14 0.72246 0.75730 1.17945
C15 0.84848 -1.84853 4.26551
H17 0.18472 2.87698 0.87540
H18 -2.25447 2.41861 0.77454
H19 -1.30109 0.12567 -0.76709
H20 -2.98806 0.42572 -0.41628
H21 -1.69464 -0.54286 2.09863
H22 -2.94733 -1.27064 1.10142
H23 -1.22604 -2.90209 0.78385
H24 0.95882 -2.53591 0.27630
H25 1.56297 0.07112 -0.66879
H26 2.15707 -0.76350 0.76122
H27 0.13845 0.35920 2.01653
H28 1.61957 1.23622 1.62459
H29 1.59367 -2.52019 4.71579
H30 0.68509 -2.09944 3.20887
H31 -0.09876 -1.97129 4.80064
S1 1.26922 2.05923 5.54618
C16 0.47518 1.46476 6.90189
N1 -0.07821 1.11612 7.87973

Cartesian forces (eV/Å) of the 3 atoms listed first:
-0.2 0.9 0.6
-0.8 -0.5 -0.9
0.0 0.1 -0.8

Values from the calculation:
HOMO: -4.38 eV
F_max: 4.16 eV Å⁻¹
energy relative to the best compared isomer or geometry (same formula, charge and spin): 497.9 kJ/mol
Kohn-Sham gap: 4.4 eV
LUMO energy: 0.02 eV
total charge: 0
E_tot: -96407.9378 eV



# 8
Entry from the Open Molecules 2025 dataset: C24H20BrFeN2 as an isolated structure in a non-equilibrium geometry (ωB97M-V/def2-TZVPD).

Cartesian coordinates (Å):
C1 0.23662 0.58240 -1.79370
N1 -0.65921 1.59300 -1.96440
N2 -1.62291 2.21322 -2.14497
C2 1.61780 0.82220 -2.12588
C3 2.52573 -0.25045 -2.35325
C4 3.88613 -0.00093 -2.55950
C5 4.35317 1.32062 -2.63481
Br1 6.19498 1.67850 -2.78610
C6 3.44388 2.38529 -2.55840
C7 2.08676 2.14218 -2.34204
H1 -0.14502 -0.44787 -1.82956
H2 2.14019 -1.27129 -2.38949
H3 4.59105 -0.82028 -2.63430
H4 3.80013 3.40571 -2.64204
H5 1.38194 2.97561 -2.36723
C8 -2.35160 -3.86511 -0.13536
C9 -1.59144 -2.92000 -0.94128
C10 -0.41732 -2.52161 -0.17460
C11 -0.45554 -3.21503 1.10028
C12 -1.64143 -4.05357 1.11903
Fe1 -2.11006 -2.15452 0.78817
C13 -3.76951 -1.72219 1.78634
C14 -3.70319 -0.98788 0.52954
C15 -2.47674 -0.23437 0.51092
C16 -1.73585 -0.48256 1.77508
C17 -0.39537 -0.05638 2.05084
C18 0.13724 1.19885 1.70306
C19 1.51575 1.43999 1.96411
C20 2.10541 2.64621 1.64809
C21 1.32961 3.68626 1.10124
C22 -0.05261 3.49991 0.91331
C23 -0.65284 2.29251 1.22452
C24 -2.57746 -1.42226 2.54984
H6 -3.25897 -4.37780 -0.43967
H7 -1.81976 -2.61627 -1.95973
H8 0.39302 -1.88757 -0.52090
H9 0.31893 -3.17795 1.86368
H10 -1.90807 -4.75494 1.90795
H11 -4.60192 -2.33014 2.12754
H12 -4.49003 -0.94467 -0.21431
H13 -2.14739 0.49430 -0.21268
H14 0.20130 -0.70152 2.72141
H15 2.08411 0.64379 2.45425
H16 3.17668 2.79622 1.81508
H17 1.79797 4.62813 0.81392
H18 -0.65656 4.31518 0.50621
H19 -1.73920 2.18732 1.18995
H20 -2.33839 -1.73024 3.55979

Cartesian forces (eV/Å) of the 3 atoms listed first:
-1.3 1.2 -1.0
-2.1 -1.1 -0.7
3.5 -1.5 0.9

Values from the calculation:
HOMO (alpha / beta): -1.33 / -2.99 eV
F_max: 3.90 eV Å⁻¹
2S+1: 5
Kohn-Sham gap (alpha / beta): 3.7 / 5.4 eV
LUMO energy (alpha / beta): 2.40 / 2.40 eV
total charge: -1
E_tot: -132615.9670 eV